Record 1
{"formula": "C31H34N4O4", "method": "ωB97M-V/def2-TZVPD", "e_above_lowest_kj_mol": 0.0, "smiles": "CCCNC(=O)c1ccc(N2CCC3(CC2)CC(c2ccccc2)=NO3)c(NC(=O)c2cccc(OC)c2)c1", "elements": ["C", "C", "C", "N", "C", "O", "C", "C", "C", "C", "N", "C", "C", "C", "C", "C", "C", "C", "C", "C", "C", "C", "C", "C", "N", "O", "C", "N", "C", "O", "C", "C", "C", "C", "C", "O", "C", "C", "C", "H", "H", "H", "H", "H", "H", "H", "H", "H", "H", "H", "H", "H", "H", "H", "H", "H", "H", "H", "H", "H", "H", "H", "H", "H", "H", "H", "H", "H", "H", "H", "H", "H", "H"], "xyz": [[-7.07587, -2.95962, -1.90770], [-7.92113, -1.81253, -1.36503], [-7.50008, -1.38934, 0.04487], [-6.17793, -0.81386, 0.07507], [-5.96019, 0.50106, 0.29896], [-6.86368, 1.28748, 0.52516], [-4.53199, 0.93538, 0.24643], [-4.28117, 2.28917, 0.05205], [-2.98376, 2.76240, 0.02597], [-1.90885, 1.89715, 0.18196], [-0.56831, 2.33139, 0.17556], [0.05894, 2.43465, 1.47905], [1.56115, 2.71248, 1.30665], [2.00602, 2.32941, -0.10827], [1.26188, 3.19786, -1.13123], [-0.19193, 3.43163, -0.68028], [3.53417, 2.34216, -0.28578], [3.80802, 0.87708, -0.55184], [5.11901, 0.29236, -0.74416], [5.23326, -1.07734, -0.99486], [6.47713, -1.65101, -1.15921], [7.62188, -0.87185, -1.08074], [7.51615, 0.48748, -0.83793], [6.27397, 1.07040, -0.66937], [2.74033, 0.18108, -0.57919], [1.64055, 0.93975, -0.33853], [-2.15430, 0.51824, 0.33665], [-1.05156, -0.33530, 0.40860], [-1.04716, -1.69858, 0.43680], [-2.04209, -2.39889, 0.46953], [0.32539, -2.28835, 0.42965], [0.55450, -3.41263, -0.35109], [1.80846, -3.99892, -0.35947], [2.82181, -3.48275, 0.42066], [2.59297, -2.36651, 1.22732], [3.65742, -1.95443, 1.97273], [3.50797, -0.82049, 2.78608], [1.34010, -1.76821, 1.22732], [-3.46283, 0.05829, 0.39427], [-6.03719, -2.65964, -2.02595], [-7.11419, -3.81342, -1.23417], [-7.44691, -3.27461, -2.88021], [-7.84379, -0.94988, -2.02935], [-8.96845, -2.11807, -1.33098], [-8.17897, -0.62003, 0.42066], [-7.53096, -2.25449, 0.71635], [-5.40661, -1.41542, -0.16147], [-5.11945, 2.95968, -0.05752], [-2.80141, 3.81910, -0.10387], [-0.39715, 3.24384, 2.07664], [-0.10329, 1.49873, 2.01683], [2.13316, 2.14957, 2.04667], [1.77709, 3.77245, 1.44922], [1.27941, 2.67666, -2.08947], [1.77903, 4.15151, -1.24561], [-0.27031, 4.40052, -0.15975], [-0.85232, 3.45398, -1.54729], [4.04981, 2.69505, 0.60874], [3.84608, 2.95266, -1.13513], [4.33234, -1.66701, -1.05154], [6.55886, -2.71062, -1.34984], [8.59466, -1.32276, -1.20908], [8.40608, 1.09682, -0.77829], [6.20397, 2.13126, -0.47902], [-0.16684, 0.12360, 0.20758], [-0.25186, -3.81288, -0.94551], [1.99507, -4.86678, -0.97418], [3.80346, -3.92996, 0.43686], [3.24533, 0.06153, 2.19417], [4.47819, -0.66095, 3.25455], [2.75215, -0.97528, 3.56380], [1.13154, -0.91709, 1.85615], [-3.61483, -0.99433, 0.56340]]}

Record 2
{"formula": "C31H34N8OS", "method": "ωB97M-V/def2-TZVPD", "e_above_lowest_kj_mol": 1174.8, "smiles": "CN(C)C(=O)Cc1ccc2nsnc2c1CN.c1ccncc1.c1ccncc1.c1ccncc1.c1ccncc1", "elements": ["C", "N", "C", "C", "O", "C", "C", "C", "C", "C", "N", "S", "N", "C", "C", "C", "N", "H", "H", "H", "H", "H", "H", "H", "H", "H", "H", "H", "H", "H", "H", "C", "C", "C", "N", "C", "C", "H", "H", "H", "H", "H", "C", "C", "C", "N", "C", "C", "H", "H", "H", "H", "H", "C", "C", "C", "N", "C", "C", "H", "H", "H", "H", "H", "C", "C", "C", "N", "C", "C", "H", "H", "H", "H", "H"], "xyz": [[4.12086, -3.88768, 0.34124], [3.84736, -2.53392, 0.83597], [4.20158, -1.36811, 0.01755], [3.18936, -2.34418, 2.13414], [3.82190, -1.69497, 3.14009], [1.62865, -2.87180, 2.41869], [0.66281, -1.67160, 1.76922], [0.89763, -0.14157, 2.35599], [0.03923, 1.15872, 1.76460], [-1.05452, 0.86940, 0.56213], [-1.95892, 1.84708, -0.20315], [-2.92160, 0.95104, -1.39638], [-2.35110, -0.68334, -1.09687], [-1.28127, -0.68485, -0.00087], [-0.43048, -1.99813, 0.58212], [-0.62352, -3.54091, -0.00583], [-2.03994, -3.76831, -0.49168], [5.29978, -4.07649, 0.35998], [3.57654, -4.70685, 0.99931], [3.81765, -4.02055, -0.80539], [4.48041, -1.68024, -1.09810], [5.20387, -0.88516, 0.45152], [3.37064, -0.51995, -0.08962], [1.43053, -3.05271, 3.55764], [1.46413, -3.91535, 1.87034], [1.69139, 0.13291, 3.19812], [0.21114, 2.27616, 2.14796], [0.16094, -3.77185, -0.87494], [-0.44460, -4.31171, 0.88029], [-2.66560, -3.14352, 0.08733], [-2.14025, -3.43141, -1.48201], [-3.99886, 4.35398, -3.62989], [-4.86550, 4.68630, -4.66574], [-4.49853, 4.35371, -5.95990], [-3.34387, 3.72747, -6.27602], [-2.52194, 3.41915, -5.24946], [-2.80295, 3.70689, -3.92350], [-4.25300, 4.59737, -2.60235], [-5.80440, 5.19173, -4.47016], [-5.14255, 4.58899, -6.80225], [-1.59957, 2.91835, -5.53005], [-2.10647, 3.43396, -3.13885], [-5.38166, 6.69975, 2.03017], [-6.24830, 7.03207, 0.99432], [-5.88133, 6.69948, -0.29985], [-4.72667, 6.07324, -0.61596], [-3.90474, 5.76492, 0.41060], [-4.18576, 6.05266, 1.73655], [-5.63580, 6.94314, 3.05770], [-7.18721, 7.53750, 1.18989], [-6.52535, 6.93476, -1.14219], [-2.98237, 5.26412, 0.13001], [-3.48927, 5.77974, 2.52121], [5.33336, -4.33562, 7.27105], [4.79061, -3.66128, 6.18238], [5.38763, -2.47714, 5.78049], [6.46628, -1.93568, 6.38768], [6.96989, -2.61212, 7.44280], [6.44538, -3.80410, 7.91604], [4.89341, -5.26744, 7.61428], [3.92382, -4.04858, 5.65900], [5.00298, -1.91550, 4.93416], [7.83518, -2.15505, 7.91469], [6.89220, -4.30564, 8.76698], [-0.97565, -2.73170, -4.58911], [-0.67263, -1.54222, -3.93502], [0.25511, -0.69245, -4.51582], [0.88709, -0.95365, -5.68104], [0.57367, -2.11683, -6.29198], [-0.34268, -3.02795, -5.79190], [-1.69881, -3.42229, -4.16511], [-1.14772, -1.28272, -2.99577], [0.52290, 0.24925, -4.04556], [1.09675, -2.30432, -7.22554], [-0.55731, -3.94637, -6.32642]]}

Record 3
{"formula": "C31H35AuClIN2O4PS2", "method": "ωB97M-V/def2-TZVPD", "e_above_lowest_kj_mol": 142.0, "charge": -1, "elements": ["Au", "Cl", "C", "C", "C", "I", "C", "O", "C", "N", "C", "C", "C", "C", "H", "H", "H", "H", "C", "C", "C", "P", "C", "C", "C", "C", "C", "C", "C", "C", "C", "C", "N", "C", "C", "C", "C", "C", "C", "C", "C", "C", "H", "H", "H", "H", "H", "H", "H", "H", "H", "H", "H", "H", "H", "H", "H", "H", "H", "H", "H", "H", "H", "H", "H", "H", "H", "H", "H", "H", "H", "H", "H", "O", "S", "O", "O", "S"], "xyz": [[0.92044, -0.43928, 0.31602], [5.97381, -5.85084, -0.15375], [5.09482, -4.34524, -0.08323], [5.75965, -3.19538, 0.21113], [5.06816, -1.97066, 0.30096], [6.15171, -0.24793, 0.74686], [3.70345, -1.86855, 0.09692], [3.05471, -0.74664, 0.20622], [3.03048, -3.09066, -0.28788], [1.72016, -2.96203, -0.56765], [1.01369, -4.03089, -0.83282], [1.58022, -5.32142, -0.87445], [2.91799, -5.46647, -0.64501], [3.69940, -4.32951, -0.34014], [6.82563, -3.22190, 0.38975], [-0.04821, -3.89046, -1.00555], [0.94864, -6.17320, -1.08659], [3.38842, -6.43969, -0.67814], [3.34511, 3.74824, -0.81062], [2.79273, 2.33509, -0.97388], [2.28089, 2.07361, -2.38958], [1.51779, 1.82423, 0.23110], [1.97413, 2.46949, 1.88378], [0.85516, 2.17542, 2.88239], [3.30180, 1.86743, 2.34006], [-0.10867, 2.51309, -0.14788], [-0.36200, 3.84764, -0.45266], [-1.64070, 4.30372, -0.73381], [-1.90158, 5.74263, -1.08657], [-2.68834, 3.37385, -0.69907], [-2.48677, 2.04828, -0.39007], [-1.18329, 1.58881, -0.09142], [-0.93454, 0.28834, 0.20717], [-1.90109, -0.78983, 0.41726], [-2.99168, -0.46235, 1.40219], [-2.62072, 0.38248, 2.58836], [-4.18908, -1.02117, 1.26161], [-4.59396, -1.95593, 0.15230], [-6.01727, -1.63774, -0.31934], [-3.63480, -1.82231, -1.00553], [-2.42124, -1.29287, -0.91290], [-1.50114, -1.20684, -2.09854], [4.17045, 3.89691, -1.51048], [3.73007, 3.93069, 0.19327], [2.59071, 4.50514, -1.03287], [3.58778, 1.60915, -0.76471], [1.49446, 2.77988, -2.66340], [1.87948, 1.06271, -2.48696], [3.10031, 2.17945, -3.10278], [2.07935, 3.55485, 1.76947], [0.67204, 1.10079, 2.95743], [-0.08275, 2.65724, 2.60478], [1.14795, 2.53539, 3.87073], [3.23623, 0.77940, 2.39340], [3.55419, 2.25071, 3.33113], [4.12476, 2.10003, 1.66364], [0.46034, 4.55516, -0.47046], [-1.01437, 6.35517, -0.92434], [-2.71167, 6.15762, -0.48373], [-2.19163, 5.84713, -2.13498], [-3.69504, 3.70652, -0.92872], [-3.31140, 1.34922, -0.37431], [-1.64533, 0.08228, 2.97818], [-3.35906, 0.25929, 3.38056], [-2.56888, 1.44645, 2.33594], [-4.93374, -0.87557, 2.04023], [-6.69254, -1.64418, 0.53867], [-6.32424, -2.41627, -1.01527], [-6.06979, -0.65736, -0.80541], [-3.97574, -2.21856, -1.95512], [-1.96889, -1.68273, -2.96000], [-0.54998, -1.71269, -1.90643], [-1.26457, -0.17218, -2.36564], [-4.52513, -5.71306, 0.63982], [-4.17809, -4.65173, -0.30817], [-5.17299, -4.50735, -1.39629], [-4.58161, -3.24937, 0.73939], [-0.70458, -2.00265, 1.18642]]}

Record 4
{"formula": "C31H35B2N4O18", "method": "ωB97M-V/def2-TZVPD", "e_above_lowest_kj_mol": 6.2, "charge": -1, "elements": ["N", "H", "H", "H", "H", "O", "C", "O", "B", "O", "C", "O", "O", "C", "O", "C", "O", "O", "O", "C", "O", "B", "O", "C", "O", "O", "C", "O", "C", "O", "O", "C", "C", "C", "O", "C", "H", "H", "H", "H", "H", "H", "H", "H", "C", "C", "C", "O", "C", "H", "H", "H", "H", "H", "H", "H", "H", "N", "C", "C", "C", "C", "C", "H", "H", "H", "H", "H", "N", "C", "C", "C", "C", "C", "H", "H", "H", "H", "H", "N", "C", "C", "C", "C", "C", "H", "H", "H", "H", "H"], "xyz": [[1.02957, 0.56958, -0.55604], [0.97052, 0.60385, 0.47307], [0.30734, 1.16530, -0.96508], [0.94286, -0.36879, -0.98932], [1.95633, 1.01648, -0.75262], [-2.50661, -3.49677, -0.62428], [-3.04439, -2.56484, -0.09735], [-4.30636, -2.50301, 0.28459], [-4.58824, -1.21822, 0.94410], [-3.32217, -0.42179, 0.74934], [-2.40976, -1.19711, 0.22367], [-1.26495, -0.91691, -0.02239], [-5.71561, -0.54219, 0.29014], [-6.61848, -0.19333, 1.20707], [-7.63447, 0.39390, 0.99690], [-6.07681, -0.67321, 2.57381], [-4.93472, -1.32062, 2.35926], [-6.59461, -0.45815, 3.62646], [-4.14828, 3.41130, 5.46602], [-3.14205, 3.49501, 4.83608], [-2.99305, 4.02520, 3.62610], [-1.65551, 3.76487, 3.12779], [-0.91222, 3.16636, 4.26995], [-1.73778, 3.00462, 5.28422], [-1.44468, 2.66168, 6.39056], [-0.95240, 4.93684, 2.60412], [-0.64195, 4.74315, 1.33737], [-0.20762, 5.54630, 0.56282], [-0.96836, 3.26735, 1.01048], [-1.68015, 2.78426, 1.98455], [-0.65609, 2.72815, -0.01961], [2.31781, -5.19933, 1.09064], [1.02672, -4.45130, 1.46284], [1.03359, -3.19136, 0.60531], [2.37890, -2.97325, 0.21063], [3.10664, -4.18474, 0.23088], [2.06163, -6.05302, 0.46709], [2.88948, -5.49122, 1.96867], [0.98761, -4.13392, 2.50667], [0.18421, -5.12820, 1.32712], [0.61263, -2.32486, 1.11924], [0.36333, -3.27143, -0.25946], [4.11019, -3.98149, 0.60838], [3.20701, -4.56097, -0.79599], [-1.56369, 2.13302, -4.79531], [-2.61469, 1.29046, -4.09490], [-2.11091, 1.38990, -2.65449], [-0.68833, 1.33654, -2.78627], [-0.28326, 1.58826, -4.10287], [-1.65480, 3.18596, -4.51868], [-1.46493, 2.03075, -5.87538], [-2.44724, 0.25683, -4.41322], [-3.64110, 1.62442, -4.21253], [-2.40022, 0.61042, -1.95630], [-2.41352, 2.35249, -2.22975], [-0.00738, 0.67810, -4.64813], [0.46848, 2.37729, -4.15652], [1.38701, 0.28373, 2.35404], [0.22162, 0.19382, 3.01219], [-0.10007, -0.85938, 3.84271], [0.89550, -1.77883, 4.18080], [2.14841, -1.59145, 3.63300], [2.33765, -0.55334, 2.72396], [-0.56957, 0.87005, 2.71264], [-1.09860, -0.93880, 4.25134], [0.64061, -2.54706, 4.89996], [2.93521, -2.27554, 3.92771], [3.32733, -0.48436, 2.28142], [0.84960, -1.71556, -2.30985], [-0.07106, -2.56638, -2.74383], [0.19654, -3.56510, -3.66379], [1.48909, -3.69108, -4.14376], [2.45519, -2.82117, -3.66905], [2.08515, -1.83020, -2.77233], [-1.07837, -2.39624, -2.38185], [-0.61170, -4.19605, -4.00803], [1.80244, -4.40026, -4.90018], [3.48751, -2.87752, -3.99081], [2.80046, -1.07608, -2.45954], [3.24563, 2.29818, -0.87740], [4.55610, 2.17931, -1.02684], [5.40619, 3.27281, -1.11610], [4.87188, 4.54539, -1.11123], [3.50672, 4.68021, -0.91587], [2.76009, 3.53242, -0.72775], [4.94143, 1.19146, -1.25880], [6.46938, 3.13177, -1.26179], [5.49087, 5.41655, -1.27954], [3.03816, 5.65200, -0.85627], [1.67614, 3.59810, -0.64463]]}